(1)
Entry from the Open Molecules 2025 dataset: a structure of composition C53H44N8PPbS (ωB97M-V/def2-TZVPD).

Computed properties:
Strongest force on any atom, Eh/bohr: 0.01370
Gap between HOMO and LUMO, Ha: 0.2912
HOMO, Ha: -0.363
Multiplicity: 1
Charge: +1

```
108
C53H44N8PPbS ωB97M-V/def2-TZVPD
Pb -0.33892 1.23214 0.10068
C -0.06505 -3.88008 -3.17681
N -0.20356 -2.44041 -3.03319
C -0.18811 -1.73894 -1.86174
N -0.30040 -0.44520 -2.09172
C -0.39278 -0.28996 -3.44261
C -0.33465 -1.53057 -4.05562
C -0.25958 -1.91390 -5.47444
C 0.68822 -1.30717 -6.29911
C 0.82129 -1.70406 -7.61886
C 0.01245 -2.70924 -8.13124
C -0.94878 -3.30000 -7.32555
C -1.08540 -2.90466 -6.00343
C -0.51680 1.02066 -4.09404
C -1.29046 1.17679 -5.24535
C -1.34486 2.40070 -5.89124
C -0.63857 3.48712 -5.39302
C 0.11423 3.34631 -4.23705
C 0.17448 2.12162 -3.59163
P 0.06768 -2.54978 -0.25487
C 1.46270 -1.49737 0.29800
N 1.65849 -0.19732 0.10396
C 2.92541 0.09210 0.53359
C 3.50892 -1.06940 1.00148
N 2.57281 -2.05348 0.84887
C 2.73793 -3.44057 1.24988
C 4.81063 -1.27033 1.65467
C 5.10044 -0.53908 2.80632
C 6.31271 -0.71591 3.45193
C 7.24459 -1.61437 2.95083
C 6.96769 -2.33078 1.79589
C 5.75126 -2.16555 1.15098
C 3.54895 1.42251 0.46249
C 2.84446 2.57760 0.79489
C 3.44357 3.82478 0.72356
C 4.76694 3.93596 0.32625
C 5.48570 2.79233 0.00855
C 4.88443 1.54685 0.07474
C -1.38665 -1.85620 0.60424
N -1.83575 -0.62086 0.47907
C -2.90479 -0.47820 1.31548
C -3.11799 -1.67589 1.96590
N -2.15173 -2.53456 1.49633
C -2.00011 -3.93785 1.84046
C -4.14708 -2.02763 2.94945
C -3.82204 -2.69797 4.12893
C -4.80706 -2.99721 5.05695
C -6.12250 -2.62744 4.82116
C -6.45019 -1.94652 3.65660
C -5.47072 -1.64794 2.72555
C -3.49389 0.85311 1.50382
C -3.80871 1.33092 2.77455
C -4.25067 2.63373 2.93638
C -4.38548 3.47347 1.83853
C -4.08410 3.00122 0.56977
C -3.63698 1.69944 0.40179
H 0.50516 -4.27539 -2.34150
H -1.04001 -4.36731 -3.19555
H 0.45838 -4.10272 -4.10266
H 1.32328 -0.52840 -5.89616
H 1.56261 -1.23095 -8.24933
H 0.13193 -3.03183 -9.15702
H -1.59624 -4.06887 -7.72621
H -1.85432 -3.35333 -5.38629
H -1.85815 0.33990 -5.62953
H -1.93858 2.50822 -6.78963
H -0.67594 4.43956 -5.90503
H 0.66924 4.18868 -3.84441
H 0.78522 2.00404 -2.70399
H 3.44127 -3.49191 2.07685
H 1.78258 -3.84429 1.57242
H 3.12153 -4.04356 0.42655
H 4.36323 0.15721 3.18693
H 6.52844 -0.15129 4.34940
H 8.18897 -1.75362 3.46015
H 7.70347 -3.01470 1.39369
H 5.54212 -2.71518 0.24052
H 1.82995 2.50140 1.15966
H 2.87999 4.71026 0.98932
H 5.23436 4.90944 0.25926
H 6.52058 2.87693 -0.29605
H 5.44865 0.66373 -0.19455
H -2.95718 -4.33928 2.16155
H -1.65810 -4.48981 0.96864
H -1.28064 -4.06747 2.64943
H -2.78999 -2.95217 4.33554
H -4.54138 -3.51355 5.97001
H -6.88912 -2.86499 5.54650
H -7.47460 -1.64945 3.47481
H -5.72600 -1.12309 1.81347
H -3.68266 0.68959 3.63716
H -4.48348 3.00315 3.92674
H -4.72880 4.49079 1.97418
H -4.20484 3.64584 -0.29188
H -3.44432 1.31480 -0.59416
C -1.17254 5.26989 1.87947
C -0.73277 4.24283 2.87645
C -0.50585 4.55657 4.20828
C -0.06432 3.52978 5.02883
N 0.10132 2.28468 4.60135
C -0.14060 2.05276 3.30835
S 0.03737 0.44543 2.69596
N -0.53794 3.00038 2.43105
H -1.51229 6.17620 2.37622
H -1.97365 4.86592 1.26105
H -0.33872 5.53014 1.22318
H -0.65424 5.55743 4.58752
H 0.17597 3.70467 6.07243
```

=====

(2)
Entry from the Open Molecules 2025 dataset: a structure of composition C53H45F6N10O2PdS3Sb (ωB97M-V/def2-TZVPD).

Computed properties:
Strongest force on any atom, Eh/bohr: 0.04828
Gap between HOMO and LUMO (spin up / spin down), Ha: 0.2190 / 0.2204
HOMO (spin up / spin down), Ha: -0.281 / -0.280
Multiplicity: 1

```
121
C53H45F6N10O2PdS3Sb ωB97M-V/def2-TZVPD
Pd -0.25330 -0.21250 -0.18740
C 5.22920 -0.37770 0.92780
N 3.94150 0.05410 0.44230
C 2.71790 0.01190 0.98120
N 1.85810 0.60790 0.17680
C 2.61760 0.99670 -0.87370
N 3.87820 0.68560 -0.73310
C 5.33080 -1.83210 1.32400
C 6.28500 -2.66030 0.74230
C 6.43530 -3.97610 1.15570
C 5.62600 -4.50050 2.14390
C 4.66480 -3.68040 2.72930
C 4.53210 -2.35290 2.32730
C 3.77070 -4.18490 3.74440
N 3.72630 -5.36820 4.28550
N 2.69020 -5.38210 5.13430
C 2.13850 -4.20640 5.08780
O 2.78460 -3.39180 4.22180
C 0.96390 -3.71340 5.76740
C 0.13710 -4.55350 6.50880
C -1.01870 -4.03850 7.06490
C -1.36310 -2.70670 6.87810
C -0.53020 -1.85690 6.15970
C -0.87250 -0.40440 5.92670
N -0.50860 0.00820 4.59690
C -0.76450 -0.60060 3.43040
N -0.20910 0.08150 2.44680
C 0.38840 1.12320 3.07580
N 0.22980 1.09770 4.37550
C 0.63940 -2.36770 5.62170
H 5.50540 0.24380 1.79040
H 5.91980 -0.16820 0.10810
H 2.46950 -0.40110 1.93630
H 2.22700 1.50790 -1.73250
H 6.92870 -2.27240 -0.03150
H 7.19620 -4.59210 0.70270
H 5.71360 -5.52540 2.46550
H 3.79830 -1.73810 2.82300
H 0.40800 -5.58880 6.63450
H -1.67360 -4.68020 7.63650
H -2.28520 -2.33230 7.29980
H -0.30290 0.24500 6.60010
H -1.94230 -0.23420 6.09060
H -1.35330 -1.49310 3.34680
H 0.93600 1.88620 2.55760
H 1.31460 -1.72700 5.07510
S 0.55910 6.16140 1.75890
C 0.03600 5.05110 0.66460
S 0.84470 3.52550 0.34430
C -0.49540 3.11330 -0.78600
N -1.38590 4.03800 -0.83310
N -1.09260 5.10630 -0.08140
C -2.01970 6.16500 -0.09840
C -1.60620 7.48870 -0.13190
C -2.55870 8.49120 -0.11010
C -3.90740 8.17830 -0.07650
C -4.30950 6.85270 -0.09460
C -3.37090 5.84090 -0.10890
S -0.49600 1.76510 -1.78780
H -0.55880 7.73570 -0.18410
H -2.23880 9.52160 -0.11580
H -4.64330 8.96730 -0.03680
H -5.35680 6.59820 -0.08400
H -3.66150 4.80180 -0.12970
C -3.28650 1.18260 2.43530
C -4.38190 1.42560 1.44340
C -5.48880 2.17460 1.82350
C -6.53990 2.38610 0.95120
C -6.48650 1.86550 -0.32900
C -5.38660 1.12110 -0.71640
C -4.33710 0.88590 0.15940
Sb -2.77160 -0.50120 -0.42030
C -3.52490 -2.03890 0.94150
C -4.87120 -2.00730 1.27420
C -5.38880 -2.84210 2.24990
C -4.53970 -3.68250 2.95040
C -3.19690 -3.72050 2.62220
C -2.67430 -2.93070 1.60020
C -1.24600 -3.12750 1.19760
C -3.52810 -0.78810 -2.43850
C -3.28860 0.28820 -3.28680
C -3.68220 0.23920 -4.61320
C -4.30030 -0.89690 -5.10650
C -4.52370 -1.97250 -4.26660
C -4.15290 -1.93400 -2.92680
C -4.45430 -3.10530 -2.04630
H -3.30390 1.93130 3.22660
H -2.31060 1.21800 1.94450
H -3.41020 0.19690 2.89370
H -5.52680 2.59100 2.82180
H -7.39110 2.96910 1.26900
H -7.29580 2.03770 -1.02350
H -5.35700 0.70880 -1.71370
H -5.52180 -1.30880 0.76380
H -6.44400 -2.80950 2.47730
H -4.92360 -4.30500 3.74700
H -2.54000 -4.38470 3.16770
H -0.72290 -3.75110 1.92110
H -0.69160 -2.18260 1.08440
H -1.21280 -3.63590 0.23320
H -2.77820 1.17430 -2.92260
H -3.49120 1.07850 -5.26450
H -4.60320 -0.96010 -6.14140
H -4.99960 -2.86520 -4.65110
H -4.74770 -3.96890 -2.63610
H -5.27470 -2.85910 -1.37430
H -3.58760 -3.36150 -1.44030
C 1.27440 -4.10940 -1.60220
C 1.20570 -2.57320 -1.74490
O 1.12750 -1.94840 -0.56800
C 2.48230 -2.10640 -2.51460
F 2.79660 -2.89450 -3.56060
F 2.39600 -0.86330 -2.99500
F 3.54650 -2.13420 -1.69870
C -0.03170 -2.22010 -2.61960
F -0.08170 -2.82380 -3.80980
F -0.15890 -0.90020 -2.83470
F -1.16850 -2.57730 -1.97180
H 2.17270 -4.35000 -1.03710
H 1.29510 -4.59340 -2.57620
H 0.40850 -4.44860 -1.03830
```

=====

(3)
Entry from the Open Molecules 2025 dataset: a structure of composition C53H46N6O4P2Ti (ωB97M-V/def2-TZVPD).

Computed properties:
Strongest force on any atom, Eh/bohr: 0.06920
Gap between HOMO and LUMO (spin up / spin down), Ha: 0.2267 / 0.2416
HOMO (spin up / spin down), Ha: -0.225 / -0.252
Multiplicity: 3

```
112
C53H46N6O4P2Ti ωB97M-V/def2-TZVPD
Ti -0.83235 1.04986 0.41334
O -2.89785 0.12006 -2.93386
C -2.43695 0.18846 -1.66406
O -1.27305 0.69286 -1.43306
C -3.16425 -0.28824 -0.55456
C -4.42145 -0.91314 -0.43546
C -4.82505 -1.33994 0.81864
C -3.98585 -1.20454 1.92924
C -2.75515 -0.57104 1.75354
N -2.39125 -0.09364 0.55694
C -1.66425 -0.25144 2.72754
O -1.66985 -0.56944 3.90564
O -0.68875 0.38566 2.12924
H -2.20515 0.45726 -3.52616
H -5.03365 -1.05044 -1.31116
H -5.79445 -1.80354 0.92874
H -4.27045 -1.57894 2.89724
C -6.61825 1.63616 2.34484
C -5.20565 2.03716 2.05264
C -4.25745 2.11546 3.06694
C -2.94105 2.42096 2.78774
C -2.52205 2.67826 1.47284
N -1.19245 2.80226 1.11764
C -0.30945 3.62996 1.71534
C -0.69515 4.65556 2.59984
C 0.21055 5.54796 3.11794
C 1.56905 5.46526 2.81254
C 2.56845 6.43226 3.37394
C 1.97015 4.48396 1.92654
C 1.06235 3.59656 1.35434
N 1.53925 2.72466 0.36574
C 2.59925 2.97246 -0.43676
C 2.83625 1.83796 -1.18616
C 1.86245 0.93386 -0.77926
N 1.07955 1.47996 0.15784
C -3.50655 2.67896 0.45154
C -4.81505 2.32026 0.74994
N -3.14745 3.03936 -0.86206
C -3.98155 3.41066 -1.86556
C -3.19955 3.73756 -2.94636
C -1.88755 3.53666 -2.50586
N -1.86935 3.12526 -1.25146
H -6.76155 1.49936 3.41264
H -7.31345 2.39516 1.98954
H -6.85255 0.69986 1.84034
H -4.54305 1.89746 4.08474
H -2.20445 2.42926 3.57964
H -1.74195 4.74936 2.84424
H -0.13985 6.32726 3.77674
H 2.16585 6.93956 4.24624
H 3.49315 5.93106 3.65734
H 2.81945 7.18596 2.62564
H 3.01835 4.39936 1.67674
H 3.08955 3.92476 -0.46256
H 3.59845 1.68966 -1.92606
H 1.71705 -0.08564 -1.09846
H -5.54475 2.23746 -0.04286
H -5.04285 3.45746 -1.75486
H -3.53095 4.05496 -3.91226
H -0.97065 3.68236 -3.04246
C 0.14815 -2.31004 -1.12316
C 0.68135 -2.26424 0.31744
P 2.55635 -2.38994 0.28994
C 2.93845 -3.71214 1.51994
C 2.85895 -3.55314 2.89934
C 3.33735 -4.53744 3.74304
C 3.89915 -5.69314 3.22864
C 3.96575 -5.86974 1.85554
C 3.48935 -4.88444 1.00864
C 3.00415 -0.92564 1.31534
C 2.23415 -0.43024 2.36634
C 2.63355 0.70996 3.04154
C 3.81725 1.34576 2.70544
C 4.59645 0.85176 1.67304
C 4.18255 -0.26874 0.97414
P 1.54905 -2.20164 -2.35836
C 0.67735 -1.53394 -3.85116
C 0.48505 -2.23114 -5.04066
C 0.06565 -1.57504 -6.18386
C -0.12725 -0.20604 -6.17526
C 0.05505 0.50186 -4.99766
C 0.44805 -0.15534 -3.84796
C 1.67865 -3.96244 -2.84226
C 0.55735 -4.71884 -3.16796
C 0.69835 -6.00514 -3.64906
C 1.96135 -6.55654 -3.79536
C 3.07985 -5.82374 -3.43956
C 2.94085 -4.52864 -2.97026
H -0.52715 -1.47184 -1.32026
H -0.41355 -3.23244 -1.28426
H 0.26685 -3.08984 0.90244
H 0.39165 -1.31294 0.79124
H 2.44365 -2.65204 3.31894
H 3.29515 -4.38654 4.81184
H 4.28665 -6.45024 3.89434
H 4.41525 -6.76464 1.45054
H 3.55245 -5.01164 -0.06466
H 1.31905 -0.91264 2.68064
H 2.01545 1.09326 3.84104
H 4.13465 2.21776 3.25904
H 5.52115 1.34496 1.40924
H 4.76715 -0.63784 0.14164
H 0.66045 -3.29564 -5.09146
H -0.09005 -2.14144 -7.09116
H -0.38985 0.31126 -7.08786
H -0.07685 1.57526 -4.98816
H 0.58255 0.41036 -2.93516
H -0.42915 -4.28514 -3.07296
H -0.17605 -6.57094 -3.93526
H 2.06865 -7.55484 -4.19326
H 4.06355 -6.25614 -3.55306
H 3.81125 -3.94234 -2.70966
```

=====

(4)
Entry from the Open Molecules 2025 dataset: a structure of composition C53H48AsDyN4O2P (ωB97M-V/def2-TZVPD).

Computed properties:
Strongest force on any atom, Eh/bohr: 0.06447
Gap between HOMO and LUMO (spin up / spin down), Ha: 0.2188 / 0.2079
HOMO (spin up / spin down), Ha: -0.358 / -0.354
Multiplicity: 6
Charge: +1

```
110
C53H48AsDyN4O2P ωB97M-V/def2-TZVPD
Dy 0.82660 -0.18120 -0.38500
C -0.11250 -5.41950 -2.75280
C 0.69030 -4.30700 -2.95450
C 0.77060 -3.31590 -1.99360
C 0.06070 -3.43510 -0.79190
C -0.75680 -4.55400 -0.60600
C -0.84100 -5.53340 -1.58060
N 0.16860 -2.39520 0.14460
C 0.53460 -2.63870 1.40210
C 0.87430 -3.92140 1.92620
C 1.26680 -4.07750 3.21950
C 1.38600 -2.97420 4.09480
C 1.11050 -1.71930 3.65000
C 0.67220 -1.50770 2.31650
N 0.40200 -0.29840 1.80330
N 0.55120 0.79160 2.51800
C 0.35750 1.95970 1.83770
C 0.54740 3.16760 2.53600
C 0.44110 4.36440 1.86410
C 0.11250 4.34830 0.50920
C -0.10020 3.12770 -0.10090
N 0.01760 1.95160 0.51700
H -0.16260 -6.18520 -3.51060
H 1.26440 -4.22640 -3.86650
H 1.44090 -2.46740 -2.14090
H -1.33600 -4.63410 0.30250
H -1.47340 -6.39480 -1.41800
H 0.83490 -4.77350 1.26740
H 1.50840 -5.06320 3.58750
H 1.71710 -3.13800 5.10690
H 1.21500 -0.84930 4.28140
H 0.79340 3.11870 3.58480
H 0.61510 5.30020 2.37370
H 0.02470 5.26110 -0.05860
H -0.39510 3.08630 -1.14650
C -0.77460 -0.93560 -4.24270
C -0.74730 -0.42110 -5.67100
As -1.75620 -1.68160 -6.86550
C -0.84210 -1.18210 -8.52430
C -0.42140 0.11690 -8.77970
C 0.23510 0.42490 -9.95930
C 0.46450 -0.56050 -10.90360
C 0.01610 -1.85130 -10.67540
C -0.63810 -2.15680 -9.49620
C -0.66590 -3.28830 -6.54670
C 0.71430 -3.29070 -6.71480
C 1.44200 -4.45720 -6.56610
C 0.79510 -5.64550 -6.26280
C -0.58080 -5.65960 -6.10580
C -1.30370 -4.48610 -6.24310
P 0.05250 0.17970 -3.01400
C 1.81430 0.23350 -3.51440
C 2.59600 1.24150 -2.93500
C 3.95330 1.30410 -3.19290
C 4.54370 0.35400 -4.01200
C 3.78290 -0.66350 -4.56260
C 2.42310 -0.73680 -4.30700
C -0.58440 1.81190 -3.54330
C 0.12860 2.72950 -4.30820
C -0.44260 3.95100 -4.62580
C -1.72450 4.25640 -4.20000
C -2.45050 3.33460 -3.46120
C -1.87760 2.12310 -3.12190
H -0.31240 -1.92630 -4.15900
H -1.81450 -1.04120 -3.91100
H 0.27300 -0.28700 -6.03510
H -1.24660 0.55070 -5.72620
H -0.60900 0.89870 -8.05280
H 0.57110 1.43660 -10.13820
H 0.98770 -0.32100 -11.81730
H 0.18320 -2.62000 -11.41570
H -0.98800 -3.16890 -9.31950
H 1.22060 -2.37510 -7.00260
H 2.51530 -4.44480 -6.69960
H 1.36410 -6.55770 -6.16180
H -1.09190 -6.58820 -5.89560
H -2.38240 -4.49720 -6.12900
H 2.12450 2.00430 -2.31370
H 4.54980 2.08330 -2.74220
H 5.60010 0.40860 -4.21480
H 4.25380 -1.41330 -5.18080
H 1.84840 -1.55030 -4.72890
H 1.12240 2.49590 -4.66200
H 0.11980 4.66970 -5.20350
H -2.15810 5.21240 -4.44860
H -3.45390 3.57290 -3.14430
H -2.43290 1.40360 -2.53150
C 8.90030 0.90320 0.16030
C 7.45330 0.54110 0.21340
C 6.60450 1.06490 1.17750
C 5.24820 0.78740 1.17530
C 4.38460 1.35910 2.25680
C 4.72930 -0.05860 0.18390
C 5.59080 -0.70640 -0.71560
C 5.14820 -1.78360 -1.65730
C 6.93240 -0.36120 -0.70150
C 3.27480 -0.12560 -0.04390
O 2.69190 -1.17450 -0.44860
O 2.58770 0.93600 0.04430
H 9.12040 1.75000 0.80270
H 9.18550 1.14120 -0.86180
H 9.50250 0.05670 0.48340
H 6.99960 1.71390 1.94390
H 5.00560 1.64690 3.10180
H 3.64140 0.63570 2.59070
H 3.85900 2.24190 1.89570
H 4.11870 -1.66710 -1.98460
H 5.21250 -2.74370 -1.14300
H 5.80170 -1.82280 -2.52540
H 7.59070 -0.81890 -1.42430
```